This record from the Open Molecules 2025 dataset describes 2 unconnected molecules or ions with the total composition C4H6OS. The level of theory is ωB97M-V with the def2-TZVPD basis set.

Properties
E_LUMO: -0.018 Eh
SMILES string: CC=C=O.C=S
Kohn-Sham gap: 8.12 eV
Energy above the lowest of the compared OMol25 structures with the same formula, charge and spin: 274.3 kJ/mol
HOMO level: -8.63 eV

XYZ file:
```
12
Properties=species:S:1:pos:R:3:mulliken_charge:R:1
S 0.6265 0.0760 -2.5142 -0.228
O -1.6640 -0.4163 2.9443 -0.347
C -0.6827 0.9418 -2.4035 -0.299
C -0.2636 -0.7500 0.9906 -0.400
C 1.1777 -0.2018 0.9397 -0.728
C -0.9776 -0.6264 2.0575 0.527
H -1.5563 0.7618 -2.9896 0.291
H -0.5874 -1.3184 0.0916 0.296
H 1.4279 0.4131 1.8300 0.322
H -0.5857 1.6383 -1.5815 0.263
H 1.1308 0.4462 0.0276 0.065
H 1.9544 -0.9640 0.6075 0.239
```


This record from the Open Molecules 2025 dataset describes a single C4H6OS molecule. The level of theory is ωB97M-V with the def2-TZVPD basis set.

Properties
E_LUMO (spin up / spin down): -0.058 / -0.057 Eh
Kohn-Sham gap (spin up / spin down): 6.06 / 6.08 eV
Energy above the lowest of the compared OMol25 structures with the same formula, charge and spin: 536.3 kJ/mol
HOMO level (spin up / spin down): -7.63 / -7.64 eV

XYZ file:
```
12
Properties=species:S:1:pos:R:3:mulliken_charge:R:1
S 2.0506 1.0429 0.1774 -0.352
O -0.7910 -0.2718 0.3570 -0.197
C -2.1934 1.6928 -0.0767 -0.703
C -1.1926 0.9223 0.0713 0.503
C 0.2590 -1.0055 -0.3118 -0.365
C 1.6043 -0.6822 0.3355 -0.630
H 0.0103 -2.1430 -0.2045 0.243
H 1.7085 -0.9124 1.3562 0.360
H 2.2354 -1.0779 -0.3452 0.326
H 0.3916 -0.7270 -1.4307 0.313
H -3.3072 1.3847 -0.1814 0.259
H -2.0338 2.7940 -0.0189 0.244
```


This record from the Open Molecules 2025 dataset describes a single C4H6OS2 molecule. The level of theory is ωB97M-V with the def2-TZVPD basis set.

Properties
E_LUMO (spin up / spin down): -0.023 / -0.023 Eh
Kohn-Sham gap (spin up / spin down): 7.12 / 7.12 eV
Energy above the lowest of the compared OMol25 structures with the same formula, charge and spin: 473.2 kJ/mol
HOMO level (spin up / spin down): -7.73 / -7.73 eV

XYZ file:
```
13
Properties=species:S:1:pos:R:3:mulliken_charge:R:1
S -2.1401 -1.3274 -0.4517 0.437
S -3.8111 1.1301 0.2608 -0.212
O -2.2052 -2.1668 0.7715 -0.580
C 0.3013 -0.1104 0.3608 -0.157
C -0.2406 1.1772 0.5455 -0.777
C -2.4689 0.3879 0.2750 0.090
C -0.3606 -0.9782 -0.7986 -0.789
H -0.0835 1.7160 1.5204 0.275
H 0.1333 -1.9185 -1.0714 0.415
H 0.4078 -0.5285 1.3173 0.319
H 1.3762 -0.0731 -0.0769 0.247
H -0.2175 -0.4541 -1.7231 0.419
H -0.4324 1.7835 -0.3612 0.313
```


This record from the Open Molecules 2025 dataset describes a molecular structure, C4H6OSc. The level of theory is ωB97M-V with the def2-TZVPD basis set.

Properties
E_LUMO (spin up / spin down): -0.025 / -0.044 Eh
Multiplicity: 2
Kohn-Sham gap (spin up / spin down): 6.62 / 6.44 eV
Energy above the lowest of the compared OMol25 structures with the same formula, charge and spin: 0.0 kJ/mol
HOMO level (spin up / spin down): -7.30 / -7.64 eV

XYZ file:
```
12
Properties=species:S:1:pos:R:3:mulliken_charge:R:1
Sc -0.0991 -1.0252 -2.0111 0.848
O -1.8450 -0.4223 -1.1464 -0.631
C -2.1159 -0.0219 0.0747 0.299
C 2.2989 0.7431 -0.5329 -0.716
C -1.3631 -0.3070 1.1916 -0.901
C 1.3233 -0.1486 -0.2796 -0.243
H 2.3058 1.3506 -1.4481 0.185
H -1.5034 0.2915 2.0944 0.240
H -2.8893 0.7623 0.1698 0.293
H 1.5149 -0.7533 0.6259 0.158
H -0.8555 -1.2791 1.2098 0.231
H 3.2284 0.8099 0.0520 0.237
```